Entry 1:
C2H5ClOS | wB97M-V/def2-TZVPD

Last column: Löwdin charge in e.
Atoms and positions in Å:
Cl  1.969  -1.992  1.786  0.598
S  -0.916  -1.762  1.413  0.707
O  -1.205  -0.348  -1.449  -0.097
C  0.834  0.180  0.671  -0.234
C  0.547  -1.193  1.176  -1.314
H  0.030  0.932  0.939  0.090
H  -1.447  -0.032  -2.344  0.061
H  1.809  0.579  1.216  0.102
H  0.731  0.144  -0.449  0.073
H  -1.303  -1.300  -1.361  0.013

* spin multiplicity: 1
* HOMO: -8.94 eV
* energy: -27559.284 eV
* orbital gap: 8.61 eV
* relative energy (zero: lowest compared OMol25 entry of this formula, charge and spin): 61.7 kJ/mol
* charge: 0



Entry 2:
C4H7NO2 | wB97M-V/def2-TZVPD

Last column: Löwdin charge in e.
Atoms and positions in Å:
O  -1.051  0.015  -0.752  -0.050
O  -1.623  -2.024  0.358  0.080
N  0.433  -1.740  -0.792  0.085
C  -0.272  1.034  -0.121  -0.416
C  0.012  0.856  1.356  -0.026
C  0.708  0.589  -1.105  0.196
C  -0.733  -1.534  -0.277  -0.569
H  0.559  0.868  -2.143  0.112
H  -0.729  2.005  -0.330  0.151
H  0.807  -2.648  -0.529  0.072
H  0.588  1.710  1.731  0.088
H  -0.933  0.803  1.905  0.096
H  0.575  -0.063  1.547  0.087
H  1.659  0.129  -0.848  0.095

* spin multiplicity: 1
* HOMO: -9.25 eV
* energy: -9842.900 eV
* orbital gap: 8.65 eV
* relative energy (zero: lowest compared OMol25 entry of this formula, charge and spin): 422.6 kJ/mol
* charge: 0



Entry 3:
C31H49AlClO2P2 | wB97M-V/def2-TZVPD

Last column: Löwdin charge in e.
Atoms and positions in Å:
Cl  4.117  3.504  7.184  0.703
P  0.126  -2.308  1.366  0.862
P  -1.836  1.598  0.496  0.875
Al  0.231  0.119  0.569  0.350
O  0.795  0.635  2.209  -0.101
O  -0.645  0.221  3.901  0.060
C  1.636  -0.388  -3.631  -0.026
C  -1.418  -2.378  -2.621  -0.119
C  2.657  0.867  4.571  -0.019
C  1.398  1.379  -1.758  -0.212
C  1.939  2.742  0.363  -0.030
C  0.409  0.673  3.475  -0.531
C  -3.498  0.853  0.660  -0.229
C  1.730  0.080  -2.221  -0.217
C  0.141  -3.936  0.525  -0.226
C  1.385  1.391  4.341  -0.143
C  -1.739  2.597  2.033  -0.236
C  3.517  1.538  5.440  -0.077
C  2.903  -2.019  -1.289  -0.034
C  3.098  2.739  6.032  -0.668
C  -1.991  -0.142  -4.463  -0.117
C  -2.458  -2.026  -1.871  -0.128
C  1.689  1.455  -0.356  -0.321
C  0.993  2.624  4.857  -0.008
C  -3.848  -1.939  -2.447  -0.180
C  3.441  0.080  1.008  -0.024
C  -1.827  -1.508  -5.069  -0.170
C  1.003  2.525  -2.611  -0.033
C  -1.561  -2.688  -4.085  -0.172
C  1.592  -2.452  2.456  -0.206
C  -1.952  2.962  -0.724  -0.224
C  -4.159  -0.798  -3.456  -0.179
C  -1.251  -2.451  2.555  -0.238
C  1.852  3.304  5.718  -0.076
C  2.336  0.161  0.006  -0.318
C  -3.053  0.184  -3.734  -0.120
C  2.301  -0.670  -1.176  -0.233
H  1.875  2.932  -3.149  0.107
H  -1.005  -1.472  -5.799  0.109
H  -1.064  -3.300  3.224  0.064
H  -1.245  3.759  -0.447  0.053
H  -5.035  -0.239  -3.091  0.106
H  -2.538  3.350  2.023  0.071
H  1.438  -3.284  3.154  0.070
H  -2.725  -1.764  -5.655  0.113
H  -0.766  3.104  2.069  0.051
H  1.563  4.250  6.163  0.111
H  -0.416  -2.552  -2.211  0.086
H  0.293  -4.740  1.262  0.067
H  2.204  2.591  1.416  0.083
H  -1.696  2.603  -1.728  0.030
H  0.045  3.050  4.539  0.117
H  -4.484  -1.264  -4.400  0.112
H  -2.372  -3.421  -4.220  0.113
H  -2.963  3.391  -0.746  0.068
H  -0.643  -3.193  -4.421  0.106
H  -2.185  -2.606  2.003  0.048
H  2.498  -2.630  1.866  0.044
H  0.580  3.343  -2.018  0.065
H  3.856  -0.933  1.092  0.077
H  0.956  -3.974  -0.210  0.038
H  -3.958  0.687  -0.323  0.045
H  -1.217  0.583  -4.729  0.089
H  2.265  -2.688  -1.877  0.073
H  3.126  0.394  2.012  0.051
H  0.265  2.230  -3.369  0.071
H  -3.410  -0.117  1.166  0.043
H  -4.141  1.500  1.275  0.064
H  -1.832  1.946  2.911  0.045
H  -3.221  1.194  -3.348  0.094
H  0.944  0.228  -4.218  0.059
H  -2.393  -1.863  -0.787  0.075
H  1.730  -1.529  3.032  0.030
H  2.778  3.267  -0.121  0.106
H  -4.077  -2.892  -2.953  0.113
H  1.064  3.407  0.331  0.067
H  -1.329  -1.531  3.153  0.024
H  3.060  -2.473  -0.305  0.059
H  4.259  0.754  0.697  0.110
H  1.270  -1.424  -3.681  0.068
H  2.617  -0.371  -4.142  0.102
H  -0.807  -4.097  -0.002  0.046
H  -4.565  -1.854  -1.618  0.102
H  2.970  -0.036  4.055  0.103
H  3.880  -1.975  -1.790  0.105
H  4.498  1.128  5.661  0.112

* spin multiplicity: 1
* HOMO: -10.31 eV
* energy: -74730.639 eV
* orbital gap: 7.52 eV
* relative energy (zero: lowest compared OMol25 entry of this formula, charge and spin): 32.1 kJ/mol
* charge: +1



Entry 4:
C52H45Br2N6O8P2S2Ta | wB97M-V/def2-TZVPD

Last column: Löwdin charge in e.
Atoms and positions in Å:
Ta  -0.583  -0.501  1.172  1.349
Br  5.177  -4.665  -3.241  0.752
Br  3.674  -5.752  3.867  0.755
S  -1.099  -2.378  -0.442  0.674
S  -2.890  -1.003  1.814  0.680
P  -1.413  1.157  -1.616  0.861
P  -1.164  1.236  3.126  0.646
O  -2.626  1.378  3.727  -0.321
O  -0.159  1.210  4.342  -0.289
O  1.077  0.568  1.922  -0.270
O  -1.034  -1.397  4.367  0.015
O  -0.930  2.704  2.564  -0.293
O  1.898  -0.630  -0.221  -0.024
O  0.097  -1.994  2.529  -0.265
O  1.829  -3.093  0.498  -0.140
N  2.235  3.669  1.109  0.174
N  3.448  1.421  -1.654  0.183
N  5.628  1.286  2.870  0.140
N  3.617  0.593  -3.729  0.188
N  2.689  -0.719  2.873  0.242
N  -0.732  0.754  -0.227  -0.379
C  3.535  -1.081  -1.966  -0.086
C  -5.748  -0.219  -1.953  -0.071
C  1.559  -3.868  3.954  -0.087
C  -4.946  -2.437  0.754  -0.132
C  3.453  2.518  -2.510  -0.179
C  -1.433  2.956  -1.733  -0.315
C  -4.859  -0.546  -2.965  -0.065
C  2.654  -2.829  -0.540  -0.209
C  1.796  -5.216  5.939  -0.119
C  3.389  4.699  -3.400  -0.090
C  -2.810  -2.732  -0.324  -0.663
C  3.565  0.307  -2.461  -0.275
C  -3.401  -3.632  -1.212  -0.122
C  -3.590  -2.127  0.655  -0.648
C  2.664  2.714  1.596  -0.222
C  0.484  -3.202  4.530  -0.109
C  3.380  3.889  -2.281  -0.026
C  0.077  0.988  -5.379  -0.066
C  4.521  1.411  2.571  -0.235
C  -0.485  0.627  -3.064  -0.281
C  2.289  0.433  2.325  -0.473
C  -1.285  5.722  -1.899  -0.070
C  4.187  -3.361  -2.293  -0.675
C  0.063  -3.546  5.809  -0.007
C  0.958  -0.084  -5.331  -0.068
C  0.512  2.374  4.862  -0.053
C  -1.868  3.392  1.735  -0.076
C  3.469  4.168  -4.698  -0.092
C  -0.639  1.349  -4.250  -0.074
C  -3.534  -0.138  -2.882  -0.058
C  -2.450  5.067  -2.270  -0.073
C  -4.748  -3.933  -1.112  -0.098
C  -0.190  4.998  -1.440  -0.067
C  -5.524  -3.337  -0.123  -0.103
C  -3.104  0.593  -1.779  -0.300
C  3.547  1.975  -3.792  -0.220
C  -4.001  0.917  -0.761  -0.110
C  -0.263  3.619  -1.359  -0.087
C  3.384  -3.775  -1.236  -0.043
C  -0.222  -2.100  3.793  -0.559
C  1.479  -4.455  0.725  -0.086
C  4.273  -2.042  -2.665  -0.080
C  0.391  -0.453  -3.026  -0.084
C  -3.143  0.635  4.845  -0.100
C  0.715  -4.551  6.505  -0.061
C  3.166  1.522  2.166  -0.207
C  3.549  2.808  -4.911  -0.019
C  2.717  -1.480  -0.918  -0.173
C  -2.528  3.682  -2.187  -0.078
C  1.113  -0.804  -4.157  -0.069
C  -5.322  0.514  -0.853  -0.073
C  2.206  -4.862  4.665  -0.664
H  -3.666  1.467  0.109  0.088
H  -5.541  -1.963  1.526  0.103
H  2.311  -5.998  6.479  0.102
H  4.887  -1.726  -3.495  0.114
H  -1.231  6.801  -1.960  0.106
H  -3.966  1.225  5.243  0.090
H  -3.303  5.632  -2.620  0.105
H  1.808  -1.633  -4.112  0.111
H  -6.778  -0.548  -2.014  0.109
H  -6.013  0.752  -0.055  0.113
H  -2.834  -0.413  -3.660  0.108
H  2.350  -5.033  1.043  0.076
H  1.848  0.237  -0.651  0.084
H  -0.040  1.557  -6.292  0.107
H  0.730  -4.437  1.510  0.083
H  0.582  3.061  -0.971  0.083
H  -5.193  -4.636  -1.805  0.100
H  1.043  -4.889  -0.176  0.101
H  0.386  -4.823  7.499  0.108
H  3.615  2.389  -5.906  0.110
H  -1.301  2.205  -4.289  0.108
H  -0.188  2.972  5.446  0.093
H  -2.791  -4.093  -1.980  0.101
H  -6.576  -3.576  -0.035  0.100
H  0.492  -1.030  -2.120  0.036
H  -0.771  -3.013  6.242  0.120
H  0.929  2.973  4.057  0.078
H  3.472  4.843  -5.544  0.098
H  -2.006  2.852  0.801  0.040
H  1.881  -3.623  2.953  0.068
H  -2.818  3.508  2.256  0.091
H  -3.493  -0.337  4.509  0.053
H  3.598  1.454  -0.655  0.144
H  3.664  -0.856  3.085  0.119
H  -1.432  4.364  1.522  0.097
H  -2.371  0.504  5.599  0.083
H  2.087  -1.523  2.763  0.069
H  0.716  5.503  -1.134  0.104
H  -5.191  -1.128  -3.814  0.109
H  3.306  4.299  -1.284  0.088
H  3.334  5.773  -3.273  0.101
H  1.303  1.994  5.502  0.096
H  1.535  -0.351  -6.206  0.111
H  3.336  -4.820  -0.970  0.105
H  -3.444  3.176  -2.469  0.108

* spin multiplicity: 1
* HOMO: -7.62 eV
* energy: -261867.525 eV
* orbital gap: 7.24 eV
* relative energy (zero: lowest compared OMol25 entry of this formula, charge and spin): 43.5 kJ/mol
* charge: 0



Entry 5:
C5H13N | wB97M-V/def2-TZVPD

Last column: Löwdin charge in e.
Atoms and positions in Å:
N  -0.788  0.089  -0.073  -0.260
C  -1.529  -0.789  0.819  -0.311
C  1.346  -0.769  1.071  -0.238
C  -1.358  0.364  -1.354  -0.224
C  0.647  -0.046  -0.063  -0.468
C  1.322  1.344  -0.325  -0.132
H  0.675  2.184  -0.055  0.060
H  1.169  -0.338  2.051  0.046
H  2.424  -0.814  0.924  0.048
H  -0.986  -1.729  0.978  0.022
H  -1.130  -0.395  -2.111  0.059
H  -1.005  1.332  -1.732  0.058
H  1.055  -1.825  1.028  0.026
H  -1.671  -0.364  1.821  0.027
H  0.957  -0.586  -0.979  0.109
H  -2.426  0.523  -1.241  0.053
H  2.253  1.427  0.238  0.047
H  -2.479  -1.107  0.388  0.032
H  1.525  1.496  -1.385  0.046

* spin multiplicity: 2
* expectation value of S²: 0.7503
* HOMO (spin up / spin down): 1.49 / -4.29 eV
* energy: -6883.574 eV
* orbital gap (spin up / spin down): 2.63 / 8.49 eV
* relative energy (zero: lowest compared OMol25 entry of this formula, charge and spin): 91.4 kJ/mol
* charge: -1